1.
Density functional theory data (ωB97M-V/def2-TZVPD) for C3H3I2N in the gas phase.

Results
E_tot (Ha): -766.05368
HOMO energy (spin up / spin down) (eV): -8.08 / -7.81
LUMO energy (spin up / spin down) (eV): -1.516 / -1.030
F_max (eV Å⁻¹): 2.012
Gap between HOMO and LUMO (spin up / spin down) (eV): 6.559 / 6.784
Spin multiplicity: 1

```
9
Properties=species:S:1:pos:R:3:forces:R:3:lowdin_charge:R:1
C 0.514216 0.830264 -0.668332 -0.9 1.2 -0.6 -0.500
C -1.421205 -0.842643 1.203016 0.0 0.0 -1.9 -0.511
C 1.627417 0.220814 -1.063757 1.3 -0.1 -0.4 -0.631
N -0.409486 1.577308 -0.523536 2.0 0.4 -0.2 -0.166
I -2.413066 0.709430 0.345094 -1.2 -1.1 0.6 1.110
I 3.206533 0.053904 0.323293 -0.5 -0.1 -0.4 0.756
H -1.080910 -1.603151 0.490522 0.0 0.4 0.2 -0.025
H -1.941472 -1.197513 2.031965 -0.4 -0.4 1.6 -0.083
H 1.917975 0.251587 -2.138263 -0.4 -0.4 1.1 0.050
```
Positions in Å, forces in eV/Å.

2.
Density functional theory data (ωB97M-V/def2-TZVPD) for C3H3I2NO in the gas phase.

Results
E_tot (Ha): -841.46948
HOMO energy (eV): -9.68
LUMO energy (eV): -0.244
SMILES: C/C(I)=N/C(=O)I
F_max (eV Å⁻¹): 3.825
Gap between HOMO and LUMO (eV): 9.438
Spin multiplicity: 1

```
10
Properties=species:S:1:pos:R:3:forces:R:3:lowdin_charge:R:1
C 0.294179 0.341534 -0.006862 -0.4 0.7 0.2 -0.850
C -1.905353 -0.565336 -0.956174 3.4 1.0 0.4 -0.885
C 1.679850 0.039537 0.411721 0.6 0.0 0.2 -0.141
N -0.340373 -0.420968 -0.738990 -3.5 -1.5 -0.6 0.037
O -2.387810 -0.622684 -2.018986 0.0 0.0 -0.1 0.036
I -0.465818 2.197163 0.814714 0.1 -0.2 -0.1 0.741
I -2.926311 -0.839647 0.872284 -0.1 -0.1 0.1 0.824
H 1.665504 -0.133127 1.490804 0.0 0.0 0.0 0.083
H 2.027558 -0.863484 -0.085640 0.0 0.0 0.0 0.084
H 2.358570 0.867013 0.217126 0.0 0.1 0.0 0.071
```
Positions in Å, forces in eV/Å.

3.
Density functional theory data (ωB97M-V/def2-TZVPD) for C3H3I2NO in the gas phase.

Results
E_tot (Ha): -841.46512
HOMO energy (eV): -9.41
LUMO energy (eV): -0.533
SMILES: C/C(I)=N/C(=O)I
F_max (eV Å⁻¹): 3.747
Gap between HOMO and LUMO (eV): 8.878
Spin multiplicity: 1

```
10
Properties=species:S:1:pos:R:3:forces:R:3:lowdin_charge:R:1
C -0.338292 0.412146 -0.075198 2.6 -0.6 1.4 -0.716
C 1.855269 -0.369575 0.821482 0.9 -0.6 -1.7 -0.842
C -1.724819 -0.097053 -0.217865 1.7 0.4 -3.3 -0.090
N 0.611299 -0.292004 0.382913 -2.1 0.4 -0.2 0.018
O 2.351640 -0.190024 1.867861 0.0 0.3 0.7 0.054
I 0.115178 2.427027 -0.737415 -0.4 -0.6 0.2 0.804
I 3.169404 -1.361678 -0.825518 -0.7 0.6 0.7 0.542
H -1.808586 -1.162417 -0.218283 0.0 -0.6 0.9 0.086
H -2.410247 0.489604 0.300570 -1.3 0.7 1.0 0.062
H -1.820849 0.143974 -1.298545 -0.8 0.0 0.3 0.083
```
Positions in Å, forces in eV/Å.